No. 1
C23H23FN3O3 | ωB97M-V/def2-TZVPD

As for the SMILES: C[N@@H+](CC(=O)Nc1cccc(F)c1)CC(=O)Nc1ccccc1Oc1ccccc1. The calculation puts the HOMO-LUMO gap at 8.505 eV. As for the energy relative to the best compared isomer or geometry (same formula, charge and spin): 0.000 eV. As for the max |F|: 0.88 eV Å⁻¹. For the HOMO energy, the calculation gives -10.914 eV. Its charge is +1. As for the electronic energy: -1379.91412 Ha.

Geometry as XYZ:
```
53
Properties=species:S:1:pos:R:3:forces:R:3
C 1.76343 -0.36154 0.80853 0.58 0.60 0.31
N 0.72297 -1.24392 0.25321 0.12 -0.64 0.14
C -0.63889 -0.88764 0.69688 -0.73 -0.02 0.28
C -1.07147 -2.05665 1.61469 0.28 0.58 -0.44
O -0.27460 -2.97956 1.72424 -0.03 -0.38 0.23
N -2.26882 -1.93690 2.17723 -0.21 0.23 -0.01
C -2.93130 -2.84383 3.03621 -0.27 -0.42 0.37
C -4.20058 -2.48905 3.48413 0.12 0.05 -0.09
C -4.90082 -3.33608 4.32369 0.14 -0.02 -0.06
C -4.34992 -4.54071 4.72624 0.18 -0.16 0.00
C -3.08670 -4.87210 4.26905 -0.21 0.28 -0.05
F -2.53474 -6.03199 4.64545 -0.02 0.05 -0.02
C -2.36011 -4.04614 3.42818 0.12 -0.15 0.03
C 0.86586 -1.40966 -1.20534 -0.10 0.27 -0.64
C 0.63668 -0.05148 -1.91771 -0.06 -0.69 0.35
O 0.02271 0.83195 -1.36185 -0.09 0.13 0.10
N 1.16529 0.01494 -3.14538 0.21 0.05 -0.45
C 1.24690 1.24120 -3.86336 0.02 0.33 0.18
C 0.80564 1.32886 -5.17341 0.03 0.07 0.12
C 0.89341 2.53100 -5.85157 0.02 -0.03 -0.06
C 1.42779 3.64163 -5.21865 -0.04 -0.06 -0.01
C 1.88743 3.55747 -3.91765 0.10 -0.12 0.24
C 1.80614 2.35472 -3.22533 -0.12 -0.08 -0.48
O 2.33405 2.15851 -1.98143 0.17 -0.02 -0.04
C 2.27728 3.16202 -1.03515 -0.03 0.20 0.38
C 3.30169 3.19407 -0.09582 -0.10 -0.16 -0.31
C 3.26990 4.13106 0.92067 -0.05 0.04 0.04
C 2.22118 5.03162 1.00627 0.00 0.07 0.10
C 1.19594 4.98447 0.07647 0.05 0.01 0.02
C 1.21402 4.05042 -0.94393 -0.01 -0.24 -0.17
H 2.74839 -0.74299 0.54679 -0.06 -0.12 -0.04
H 1.65325 0.64581 0.40752 -0.08 -0.10 0.00
H 1.67888 -0.33274 1.89262 -0.09 -0.09 0.00
H 0.80964 -2.20684 0.72785 -0.04 0.51 -0.33
H -0.63685 0.06519 1.22652 0.04 -0.08 -0.10
H -1.31715 -0.79521 -0.15184 0.13 0.00 0.08
H -2.80256 -1.09920 1.97793 0.21 -0.08 -0.06
H -4.63974 -1.55185 3.17584 -0.06 0.12 -0.04
H -5.88365 -3.05523 4.66652 -0.09 0.03 0.03
H -4.87924 -5.21467 5.37945 -0.04 -0.09 0.07
H -1.38061 -4.34871 3.09976 0.02 -0.03 0.01
H 1.86717 -1.78637 -1.42088 -0.08 -0.03 0.13
H 0.13179 -2.13872 -1.55902 0.05 0.02 0.11
H 1.55398 -0.80495 -3.58792 0.04 0.02 0.20
H 0.38894 0.45577 -5.65230 -0.08 -0.09 -0.03
H 0.54581 2.59996 -6.86963 -0.03 0.00 -0.10
H 1.49986 4.58009 -5.74523 0.01 0.09 -0.05
H 2.32934 4.41560 -3.43434 0.03 0.06 0.03
H 4.11647 2.49141 -0.18219 0.11 -0.07 -0.04
H 4.07189 4.16108 1.64209 0.08 0.01 0.06
H 2.20308 5.76749 1.79473 0.00 0.07 0.07
H 0.37236 5.67869 0.14314 -0.08 0.06 0.01
H 0.40781 3.99945 -1.65991 -0.07 0.01 -0.04
```
Positions in Å, forces in eV/Å.


No. 2
C12H24CrNO8 | ωB97M-V/def2-TZVPD

The calculation puts the HOMO-LUMO gap (spin up / spin down) at 5.873 / 7.522 eV. As for the energy relative to the best compared isomer or geometry (same formula, charge and spin): 0.000 eV. As for the spin multiplicity: 5. As for the max |F|: 1.87 eV Å⁻¹. For the HOMO energy (spin up / spin down), the calculation gives -3.360 / -5.018 eV. Its charge is -1. As for the electronic energy: -2172.92424 Ha.

Geometry as XYZ:
```
46
Properties=species:S:1:pos:R:3:forces:R:3
Cr -0.38992 -0.86988 0.62989 0.54 -0.91 1.54
C -1.14367 -4.88019 0.77219 -0.30 -0.42 -0.24
C -0.80234 -3.41523 0.69871 0.97 0.61 0.69
O -1.01899 -2.69513 1.71808 -0.55 0.14 -0.38
O -0.23120 -2.92773 -0.30966 -0.47 0.03 -0.67
H -2.23014 -5.00727 0.79044 0.03 0.08 0.10
H -0.74840 -5.31314 1.68887 0.00 0.10 0.08
H -0.76813 -5.44735 -0.07899 0.11 0.19 -0.04
C -2.69954 2.25276 2.07487 0.00 0.57 0.11
C -1.22684 1.83476 2.17129 -0.16 -0.22 -0.16
O -1.02658 0.58037 1.98861 0.03 0.04 -0.54
O -0.39244 2.70759 2.38503 0.10 -0.03 -0.15
H -3.34035 1.55653 2.61146 -0.09 -0.07 -0.16
H -2.99559 2.32500 1.02332 -0.06 -0.36 0.01
H -2.82103 3.26625 2.46313 0.01 -0.11 0.18
C 3.95004 -0.83162 0.77339 0.43 -1.04 0.82
C 2.67951 -0.47457 1.56337 -0.15 0.13 -0.38
O 1.64369 -1.17223 1.27421 0.59 0.30 0.00
O 2.78166 0.45136 2.36965 -0.13 -0.14 0.00
H 3.74979 -1.35437 -0.16204 -0.01 0.43 -0.21
H 4.48860 -1.58208 1.38073 -0.22 0.09 -0.05
H 4.65404 -0.00278 0.74449 -0.18 0.19 -0.44
C 3.75225 2.74268 -0.97368 0.59 0.16 -0.32
O 2.50667 3.19627 -1.44648 -0.09 -0.03 -0.08
C 1.63956 2.16581 -1.85016 -0.26 0.13 -0.51
C 0.97131 1.50457 -0.65757 0.51 0.91 1.01
N -0.01756 0.46821 -1.00496 -0.20 0.85 -1.03
C -1.31261 1.06112 -1.44735 -0.14 -0.20 0.24
C -2.32326 -0.03849 -1.68804 -0.01 -0.81 0.71
O -2.41228 -0.83343 -0.49786 -0.25 0.95 -0.50
C -3.47051 -1.74067 -0.53111 -0.10 -0.98 0.00
H 3.67459 1.90622 -0.27855 -0.01 0.15 0.17
H 4.23758 3.60373 -0.51423 -0.10 -0.16 0.28
H 4.40960 2.44737 -1.80896 -0.22 -0.15 0.00
H 2.15585 1.42448 -2.48557 0.13 -0.02 0.18
H 0.91516 2.65866 -2.51012 -0.11 -0.10 0.14
H 0.54761 2.28874 -0.01726 -0.49 -0.16 -0.27
H 1.73895 1.13999 0.03180 -0.18 -0.58 -0.33
H 0.32816 0.07469 -1.88238 0.22 -0.71 0.48
H -1.21676 1.62631 -2.37999 0.10 0.16 0.11
H -1.67932 1.71250 -0.65543 0.09 0.06 0.00
H -2.01505 -0.72489 -2.49023 -0.03 0.24 -0.18
H -3.31821 0.36204 -1.90188 0.07 0.18 -0.20
H -4.45653 -1.26889 -0.46122 0.09 0.21 -0.10
H -3.35000 -2.41462 0.31723 0.02 0.15 0.08
H -3.41737 -2.36348 -1.43704 -0.10 0.13 0.00
```
Positions in Å, forces in eV/Å.